This record from the OMol25 dataset describes a molecular structure, C14H30NO3P2Sn. The level of theory is ωB97M-V/def2-TZVPD.

## Properties
gap between HOMO and LUMO (spin up / spin down): 0.1551 / 0.1550 Eh
2S+1: 1
charge: +3
electronic energy: -1727.792951 Eh

Each line ends with the Mulliken charge.
Cartesian coordinates (Å):
Sn -0.04238 -0.53206 0.66358  1.112
P -2.45775 -0.11066 -0.09312  0.441
C -2.15749 0.15279 -1.84023  -0.867
C -0.90108 0.80853 -2.16259  0.836
N 0.19758 0.60347 -1.35856  0.195
C 1.41521 1.02185 -1.76689  0.520
C 1.57963 1.76988 -2.93593  -0.759
C 0.47282 2.03161 -3.73671  -0.690
C -0.76527 1.54458 -3.35450  -0.803
C 2.65850 0.68758 -0.93614  -1.109
P 2.43245 -0.81311 0.07192  0.603
H -1.65814 1.69933 -3.94350  0.568
H 2.58427 2.11595 -3.18322  0.584
H 0.58072 2.63045 -4.63630  0.496
H 3.52385 0.51785 -1.60318  0.643
H 2.89962 1.53158 -0.26052  0.437
H -2.13100 -1.24921 -2.67162  0.145
H -3.02882 0.43091 -2.45765  0.790
H -0.94795 -2.89604 -1.85816  0.354
O -1.95467 -2.26089 -2.83591  -0.564
H -2.26302 -2.50941 -3.72210  0.284
H -0.38671 -2.29734 0.78818  0.132
O -0.34796 -3.19965 -1.07941  -0.545
H -0.05839 -4.11377 -1.25594  0.277
C 2.87739 -2.21327 -0.98807  -1.197
H 3.90566 -2.09330 -1.36224  0.447
H 2.79275 -3.14152 -0.40682  0.407
H 2.17058 -2.29127 -1.82400  0.353
C 3.60179 -0.69350 1.45193  -1.151
H 3.56164 -1.62737 2.03249  0.417
H 4.62415 -0.53162 1.07271  0.440
H 3.31025 0.13395 2.11839  0.311
C -3.08722 1.33287 0.82174  -1.041
H -4.06356 1.63975 0.41226  0.500
H -3.18654 1.07055 1.88855  0.344
H -2.37783 2.17025 0.74558  0.334
C -3.60753 -1.48173 0.09233  -1.157
H -3.80583 -1.64234 1.15889  0.430
H -4.54644 -1.24200 -0.42375  0.474
H -3.17787 -2.39476 -0.33517  0.356
C 1.09914 2.27753 3.61112  -1.483
C 0.35998 1.01510 3.20074  0.850
C -0.92912 0.81092 3.98227  -1.310
O 0.11910 1.08345 1.79285  -0.682
H 0.48791 3.16689 3.39480  0.350
H 2.03895 2.37829 3.05337  0.329
H 1.33736 2.26156 4.68577  0.427
H 1.03011 0.16499 3.41687  0.187
H -1.62125 1.65211 3.81834  0.293
H -1.44416 -0.11832 3.69833  0.266
H -0.71340 0.74856 5.05925  0.428

Forces on atoms 1 to 3 (eV/Å):
Sn 0.6 -1.3 1.2
P -0.6 -1.2 0.3
C 0.8 4.7 1.2